The following is a quantum chemistry calculation of 2 unconnected molecules or ions with the total composition C6H18N2 at a distorted geometry, from the Open Molecules 2025 dataset.

Geometry as XYZ:
```
26
C6H18N2 the ωB97M-V functional and the def2-TZVPD basis
C -4.2264 -0.7266 -2.2599
N -3.4423 -1.6410 -1.4212
C -2.6354 -2.5054 -2.2740
C -2.5578 -0.8008 -0.6897
H -4.7777 0.0277 -1.6737
H -4.9543 -1.3412 -2.8158
H -3.5799 -0.2047 -2.9854
H -2.0354 -2.0182 -3.0609
H -3.2480 -3.2966 -2.7378
H -1.9496 -2.9721 -1.5470
H -1.8665 -1.4290 -0.1031
H -3.1186 -0.1523 0.0042
H -1.9649 -0.1626 -1.3663
C 2.0541 0.5838 2.3553
N 2.9121 1.3530 1.5280
C 3.1277 2.7216 1.9418
C 4.0508 0.6545 0.9379
H 1.2272 1.2604 2.6295
H 2.5020 0.1828 3.2800
H 1.6423 -0.2561 1.7708
H 3.7418 3.1328 1.1231
H 3.7281 2.7237 2.8671
H 2.2528 3.3770 2.0887
H 4.4608 -0.0639 1.6676
H 4.8088 1.4326 0.7463
H 3.8484 0.1206 -0.0058
```

net charge = 0
largest force on an atom = 1.7 eV/Å
energy = -9492.493 eV
ΔE to the lowest compared entry with this formula, charge and spin = 122.9 kJ/mol
lowest unoccupied orbital energy = 0.9 eV
SMILES = CN(C)C.CN(C)C
HOMO-LUMO gap = 8.907 eV